{
  "formula": "C19H19N3O5S3",
  "method": "wB97M-V/def2-TZVPD",
  "e_lumo_ev": 0.162,
  "smiles": "CCOC(=O)CC(=O)CSc1nc2c(sc(=S)n2-c2ccc(OCC)cc2)c(=O)[nH]1",
  "e_homo_ha": -0.29035,
  "elements": ["C", "C", "O", "C", "O", "C", "C", "O", "C", "S", "C", "N", "C", "C", "S", "C", "S", "N", "C", "C", "C", "C", "O", "C", "C", "C", "C", "C", "O", "N", "H", "H", "H", "H", "H", "H", "H", "H", "H", "H", "H", "H", "H", "H", "H", "H", "H", "H", "H"],
  "xyz": [[-4.2806, -0.6869, 3.4483], [-4.2175, -1.8255, 2.4422], [-2.8829, -2.0217, 1.9563], [-2.4700, -1.2470, 0.9724], [-3.1200, -0.3741, 0.4559], [-1.0550, -1.6229, 0.5427], [-1.1562, -2.5384, -0.6649], [-1.4061, -3.7084, -0.5677], [-0.9426, -1.8767, -2.0117], [-2.4679, -1.0214, -2.5392], [-2.2056, 0.5699, -1.8709], [-1.0534, 0.8525, -1.3471], [-0.9403, 2.0881, -0.8171], [-1.9358, 3.0401, -0.8429], [-1.4258, 4.4844, -0.0154], [0.1413, 3.7478, 0.3485], [1.3522, 4.4915, 1.1493], [0.1895, 2.4781, -0.1609], [1.2978, 1.6042, -0.0146], [1.8617, 1.0281, -1.1414], [2.9165, 0.1415, -1.0210], [3.4243, -0.1742, 0.2374], [4.4350, -1.0384, 0.4878], [5.1907, -1.5817, -0.5791], [6.1683, -0.5747, -1.1762], [2.8448, 0.4141, 1.3667], [1.7918, 1.2922, 1.2467], [-3.2048, 2.7627, -1.4518], [-4.1726, 3.4730, -1.5631], [-3.2231, 1.4459, -1.9730], [-4.0200, 0.2531, 2.9679], [-3.5911, -0.8695, 4.2689], [-5.2892, -0.6095, 3.8433], [-4.4871, -2.7774, 2.9025], [-4.8757, -1.6203, 1.5922], [-0.5014, -0.7176, 0.3000], [-0.5923, -2.1745, 1.3605], [-0.1580, -1.1229, -1.9842], [-0.7559, -2.6367, -2.7702], [1.4792, 1.2791, -2.1188], [3.3343, -0.2875, -1.9176], [5.7417, -2.4080, -0.1220], [4.5301, -1.9951, -1.3512], [6.7614, -1.0549, -1.9495], [6.8331, -0.2038, -0.4003], [5.6419, 0.2726, -1.6088], [3.2462, 0.1622, 2.3348], [1.3561, 1.7435, 2.1235], [-4.1072, 1.1451, -2.3672]]
}

{
  "formula": "C6H4N2O4",
  "method": "wB97M-V/def2-TZVPD",
  "e_lumo_ev": -2.117,
  "smiles": "O=[N+]([O-])c1ccc([N+](=O)[O-])cc1",
  "e_homo_ha": -0.39009,
  "elements": ["O", "N", "O", "C", "C", "C", "C", "N", "O", "O", "C", "C", "H", "H", "H", "H"],
  "xyz": [[3.2605, 1.2414, -0.1484], [2.8945, 0.1266, 0.1491], [3.3662, -0.7854, 0.7336], [1.4095, -0.1022, -0.1619], [0.6887, 1.0919, -0.8325], [-0.6700, 0.8179, -0.8728], [-1.4247, -0.1653, -0.2587], [-2.6589, 0.1113, 0.1240], [-3.2396, -0.6557, 0.9952], [-3.3160, 1.0744, -0.2771], [-0.6691, -1.1784, 0.3458], [0.7459, -1.2486, 0.4273], [1.0125, 2.1024, -1.0568], [-1.3946, 1.6986, -1.0024], [-1.1950, -1.9971, 0.8403], [1.1902, -2.1318, 0.9953]]
}

Which E_tot belongs to each record? In order, -67226.086; -17448.740 eV.